This record from the OMol25 dataset describes a molecular structure, C43H38F9N5O8TeTi at a distorted geometry. The level of theory is ωB97M-V/def2-TZVPD.

```
105
Properties=species:S:1:pos:R:3
Ti -0.2222 -0.7639 0.0230
O 0.0202 1.0398 -1.5021
C 1.2609 1.5451 -1.9540
C 2.3270 0.4753 -1.8143
N 2.2730 -0.1465 -0.4972
C 2.6140 0.7448 0.6089
C 2.0008 0.2028 1.8873
O 2.5551 0.2235 2.9625
O 0.7941 -0.2765 1.6743
C 3.0063 -1.4062 -0.4350
C 2.1275 -2.6468 -0.5759
O 2.6745 -3.7355 -0.7112
O 0.8680 -2.4311 -0.5071
H -0.4771 0.6407 -2.2670
H 1.4893 2.4296 -1.3589
H 1.1756 1.8497 -3.0007
H 3.3223 0.9052 -2.0188
H 2.1399 -0.3136 -2.5474
H 2.1506 1.7231 0.4533
H 3.6955 0.8620 0.7455
H 3.5022 -1.4874 0.5354
H 3.7902 -1.4566 -1.1984
C -5.1456 -4.6886 -3.3294
C -4.1620 -3.6862 -2.7761
C -3.7579 -2.6073 -3.5586
C -2.8092 -1.6408 -3.1130
C -2.4026 -0.4993 -3.8673
O -1.3172 0.1442 -3.7168
C -3.2896 0.0364 -4.9497
C -4.6853 -0.0164 -4.9190
C -5.4476 0.5812 -5.9123
C -4.8336 1.2487 -6.9671
C -3.4471 1.3276 -6.9974
C -2.6879 0.7390 -5.9951
C -2.2529 -1.8863 -1.8165
O -1.3413 -1.0831 -1.3699
C -2.6946 -2.9186 -0.9836
C -3.6607 -3.8497 -1.4966
C -2.2525 -2.9747 0.4008
N -1.4277 -2.1453 0.9709
C -1.3107 -2.0826 2.4430
C -2.1440 -0.8969 2.9394
Te -1.6954 0.9734 1.9266
C -3.8150 1.4253 1.9817
C -4.1945 1.4622 3.4543
C -5.3413 1.8961 3.9725
C -6.5129 2.4050 3.2248
C -6.6067 2.4912 1.9030
C -5.5114 2.1280 0.9414
C -2.8573 -4.0800 1.2234
C -4.1643 -4.0063 1.6846
C -4.6887 -5.0356 2.4579
C -3.9099 -6.1456 2.7576
C -2.6058 -6.2236 2.2844
C -2.0778 -5.1906 1.5202
H -5.4926 -4.3880 -4.3196
H -6.0230 -4.7887 -2.6850
H -4.6975 -5.6818 -3.4209
H -4.1565 -2.5189 -4.5623
H -5.1714 -0.5074 -4.0853
H -6.5292 0.5375 -5.8533
H -5.4289 1.7136 -7.7441
H -2.9516 1.8601 -7.8015
H -1.6095 0.8212 -5.9866
H -3.9899 -4.6877 -0.8975
H -0.2711 -1.9333 2.7211
H -1.6612 -3.0017 2.9139
H -1.9976 -0.7564 4.0101
H -3.1974 -1.1092 2.7501
H -3.4473 1.1135 4.1568
H -5.4408 1.8790 5.0529
H -7.3563 2.7327 3.8238
H -7.5278 2.8754 1.4761
H -5.7998 2.3726 -0.0805
H -4.7693 -3.1426 1.4284
H -5.7078 -4.9709 2.8193
H -4.3199 -6.9498 3.3566
H -1.9949 -7.0885 2.5118
H -1.0604 -5.2312 1.1479
N -5.7073 -0.3640 1.6606
C -4.8974 0.7014 1.1031
C -4.3679 0.2949 -0.2661
N -3.6822 0.9547 -1.0963
C -3.1858 2.2665 -0.8569
C -3.3994 3.0615 0.1866
N -4.2048 2.7305 1.3393
H -5.2531 -0.7679 2.4719
H -6.5821 0.0167 2.0071
H -4.6758 -0.7112 -0.5638
H -2.5286 2.6204 -1.6404
H -2.9396 4.0393 0.2052
F 0.5429 4.7764 -1.2321
C 0.2772 5.3740 -0.0708
F 0.9498 6.5470 -0.0733
F -1.0373 5.6921 -0.0958
C 0.5943 4.4165 1.1478
O 0.2662 3.1842 0.8819
C -0.1734 4.9898 2.4000
F -1.4542 4.6150 2.3907
F -0.1604 6.3429 2.4888
F 0.3570 4.5339 3.5488
C 2.1317 4.5355 1.4443
F 2.5404 3.5578 2.2497
F 2.8296 4.4132 0.2923
F 2.5269 5.7011 2.0062
```

Computed properties:
**Energy relative to the best compared isomer or geometry (same formula, charge and spin)**: 425.21 kJ/mol
**Total charge**: -2
**Gap between HOMO and LUMO (alpha / beta)**: 3.81 / 6.88 eV
**⟨S²⟩**: 2.04
**Multiplicity**: 3
**Maximum force**: 2.3 eV/Å
**E_LUMO (alpha / beta)**: 3.7 / 3.7 eV